# 1
Here is a molecular structure, C2H2F2O3S at a distorted geometry from the Open Molecules 2025 dataset. Energies are from the ωB97M-V functional and the def2-TZVPD basis.

Positions of all 10 atoms, in Å:
C1 -1.604882 -0.477398 -0.495897
C2 -1.026435 0.493168 0.515409
O1 -1.891636 -1.609861 -0.243621
O2 2.943251 0.216230 -1.202796
O3 0.336090 0.269153 0.136205
F1 -1.395834 1.791551 0.278258
F2 2.845977 -1.185343 0.804978
S1 2.638640 0.302771 0.159083
H1 -1.601877 -0.062341 -1.515966
H2 -1.243297 0.262070 1.564343

Atoms 1-3, force components in eV/Å:
C 0.01 -0.04 -0.38
C 2.79 -0.05 0.61
O -0.21 0.00 0.18

Calculated values
E_HOMO (alpha / beta)   -9.4 / -9.8 eV
Gap between HOMO and LUMO (alpha / beta)   6.47 / 7.39 eV
Total energy   -900.91906 a.u.
Energy relative to the best compared isomer or geometry (same formula, charge and spin)   39.9 kcal per mole

Löwdin analysis output, partial charges in e: -0.211 -0.401 0.090 -0.342 -0.275 0.020 -0.309 1.139 0.137 0.153

# 2
Here is C2H2F2Si in the gas phase at a distorted geometry from the Open Molecules 2025 dataset. Energies are from the ωB97M-V functional and the def2-TZVPD basis.

Positions of all 7 atoms, in Å:
C1 -0.384575 0.839834 -0.604737
C2 -0.494228 -0.526138 -0.777467
F1 2.028153 -0.359313 1.209076
F2 -0.182603 -0.276284 2.316251
Si1 0.298559 -0.216292 0.777574
H1 -0.512213 1.586609 -1.253573
H2 -0.753093 -1.048416 -1.667124

Atoms 1-3, force components in eV/Å:
C 1.71 -4.97 4.18
C 0.55 1.15 0.49
F -3.69 0.19 -1.56

Calculated values
SMILES   F[Si]1(F)C=C1
E_HOMO   -10.6 eV
Gap between HOMO and LUMO   11.10 eV
Total energy   -566.65993 a.u.
Energy relative to the best compared isomer or geometry (same formula, charge and spin)   19.1 kcal per mole

Löwdin analysis output, partial charges in e: -0.073 -0.150 -0.248 -0.128 0.565 -0.003 0.037

Q: Which of these has the highest total energy?
A: C2H2F2Si